[1]
Entry from the OMol25 dataset: a structure of composition C3HCl2NS (ωB97M-V with the def2-TZVPD basis set).

The value obtained for the relative energy (zero: lowest compared OMol25 entry of this formula, charge and spin) is 42.1 kcal per mole. The highest occupied orbital energy comes out at -0.367 hartree. The lowest unoccupied orbital energy is -1.998 eV.

Geometry as ORCA input:
```
! RIJCOSX wB97M-V def2-TZVPD def2/J DEFGRID3
* xyz 0 1
C 1.20 1.48 0.78
C -0.22 -0.43 1.69
C 0.49 -0.33 0.42
N 1.49 2.53 1.08
S 0.36 -1.09 3.06
Cl -1.85 0.16 1.65
Cl 1.68 -1.55 -0.06
H -0.05 0.02 -0.36
*
```


[2]
Entry from the OMol25 dataset: a structure of composition C34H79N9O30 (ωB97M-V with the def2-TZVPD basis set).

The value obtained for the relative energy (zero: lowest compared OMol25 entry of this formula, charge and spin) is 154.6 kcal per mole. The highest occupied orbital energy comes out at -0.424 hartree. The lowest unoccupied orbital energy is -6.165 eV.

Geometry as ORCA input:
```
! RIJCOSX wB97M-V def2-TZVPD def2/J DEFGRID3
* xyz 2 1
C -16.31 -16.42 -17.65
C -16.14 -15.70 -16.37
O -16.50 -16.16 -15.33
N -15.54 -14.30 -16.46
H -14.83 -14.24 -17.21
H -16.24 -13.61 -16.74
C -14.85 -13.84 -15.18
H -16.58 -17.45 -17.41
H -15.36 -16.53 -18.18
H -17.04 -16.02 -18.34
H -15.52 -13.65 -14.34
H -14.30 -12.94 -15.45
H -14.15 -14.65 -15.03
C -10.02 -17.60 -17.59
C -8.90 -18.22 -18.37
O -8.80 -18.22 -19.56
N -7.80 -18.78 -17.48
H -7.84 -18.40 -16.52
H -7.94 -19.77 -17.30
C -6.41 -18.33 -18.00
H -9.67 -16.74 -17.03
H -10.52 -18.34 -16.96
H -10.76 -17.31 -18.33
H -6.32 -17.24 -17.97
H -6.27 -18.76 -18.99
H -5.66 -18.64 -17.27
C -11.18 -14.97 -7.97
C -10.84 -13.69 -8.61
O -9.72 -13.47 -9.00
N -11.93 -12.70 -8.78
H -12.13 -12.51 -9.76
H -12.85 -13.03 -8.46
C -11.60 -11.43 -7.99
H -10.41 -15.74 -8.08
H -12.14 -15.41 -8.20
H -11.18 -14.93 -6.87
H -12.42 -10.78 -8.31
H -10.62 -11.14 -8.34
H -11.60 -11.78 -6.97
C -13.42 -19.86 -18.42
C -13.72 -20.40 -17.05
O -13.56 -19.72 -16.06
N -14.30 -21.80 -16.88
H -14.45 -22.21 -17.79
H -13.64 -22.33 -16.32
C -15.56 -21.74 -16.00
H -14.22 -19.90 -19.16
H -12.53 -20.39 -18.78
H -13.16 -18.80 -18.46
H -15.16 -21.54 -15.01
H -16.02 -22.72 -16.01
H -16.14 -20.92 -16.41
C -10.54 -14.52 -14.31
C -9.33 -13.64 -14.31
O -8.35 -13.91 -14.92
N -9.46 -12.38 -13.42
H -9.25 -11.57 -13.99
H -10.45 -12.14 -13.23
C -8.61 -12.53 -12.17
H -11.45 -14.03 -14.68
H -10.71 -14.88 -13.29
H -10.51 -15.39 -14.95
H -8.61 -11.56 -11.68
H -7.60 -12.85 -12.39
H -9.11 -13.23 -11.50
C -18.68 -14.80 -6.14
C -19.21 -14.59 -7.50
O -20.15 -13.91 -7.80
N -18.46 -15.25 -8.60
H -17.90 -16.04 -8.26
H -19.13 -15.67 -9.24
C -17.50 -14.29 -9.35
H -17.70 -15.27 -6.10
H -19.50 -15.29 -5.61
H -18.62 -13.85 -5.61
H -18.00 -13.34 -9.51
H -17.30 -14.79 -10.30
H -16.57 -14.21 -8.79
C -13.58 -15.72 -10.53
C -13.64 -16.32 -11.91
O -14.45 -15.92 -12.69
N -12.55 -17.31 -12.35
H -11.67 -17.10 -11.90
H -12.71 -18.24 -11.94
C -12.50 -17.38 -13.86
H -14.15 -14.79 -10.56
H -12.55 -15.45 -10.33
H -14.06 -16.40 -9.82
H -13.46 -17.84 -14.10
H -11.56 -17.86 -14.12
H -12.56 -16.33 -14.13
C -10.54 -21.56 -10.51
C -9.73 -21.26 -11.74
O -8.70 -20.68 -11.68
N -10.26 -21.82 -13.05
H -9.84 -22.73 -13.25
H -11.25 -22.02 -13.00
C -10.06 -20.82 -14.20
H -10.99 -22.55 -10.60
H -11.39 -20.87 -10.49
H -9.95 -21.42 -9.61
H -9.00 -20.79 -14.43
H -10.42 -19.83 -13.92
H -10.64 -21.21 -15.04
C -15.34 -21.60 -6.16
C -14.73 -20.31 -6.61
O -14.56 -19.35 -5.93
N -14.30 -20.23 -8.10
H -14.21 -21.17 -8.48
H -15.09 -19.76 -8.56
C -13.00 -19.48 -8.33
H -15.31 -21.55 -5.08
H -14.67 -22.42 -6.43
H -16.30 -21.87 -6.61
H -12.89 -19.61 -9.40
H -12.16 -19.81 -7.73
H -13.18 -18.41 -8.24
O -15.23 -11.92 -9.83
C -15.38 -12.47 -8.61
O -16.34 -12.15 -7.91
O -14.58 -13.41 -8.28
H -15.82 -11.17 -9.87
O -11.54 -15.27 -18.71
C -12.58 -15.15 -17.88
O -13.54 -14.48 -18.35
O -12.61 -15.71 -16.77
H -11.76 -14.79 -19.51
O -14.24 -11.68 -12.49
C -12.95 -12.18 -12.50
O -12.57 -13.05 -11.69
O -12.17 -11.62 -13.31
H -14.49 -12.30 -11.78
O -8.98 -18.46 -9.62
C -10.02 -17.85 -10.18
O -9.90 -17.48 -11.38
O -11.13 -17.71 -9.57
H -8.36 -18.53 -10.36
O -7.49 -17.84 -12.64
C -7.75 -17.87 -13.99
O -6.83 -18.06 -14.82
O -8.93 -17.68 -14.37
H -8.44 -17.63 -12.49
O -16.16 -17.94 -9.64
C -16.09 -18.02 -8.25
O -16.61 -17.15 -7.55
O -15.44 -18.98 -7.78
H -15.61 -18.70 -9.83
O -14.47 -21.88 -11.88
C -14.16 -20.58 -11.58
O -14.74 -19.99 -10.68
O -13.16 -20.09 -12.19
H -13.86 -21.95 -12.63
*
```